Version 1
17
Properties=species:S:1:pos:R:3 method="wB97M-V/def2-TZVPD" homo_lumo_gap_ev=10.07 smiles="C=C(C)CCN"
C 0.4033 -1.6557 -1.4085
H 1.5017 1.1918 0.2787
H 0.4921 2.4013 2.3994
H 0.1654 -1.9812 -2.4100
H -0.5747 -0.7443 1.4301
C 0.5582 1.0285 0.8230
H 1.2732 -2.0710 -0.9174
C -0.3233 -0.7785 -0.6924
H 0.9947 -1.0813 0.9490
H -1.1182 0.4578 -2.2195
N 0.6673 1.4130 2.2435
H -2.0476 0.5201 -0.6738
H -0.1110 1.6725 0.2458
C -1.5159 -0.1159 -1.3722
H -2.0663 -0.8728 -1.9176
H 1.5374 1.0370 2.5549
C 0.1636 -0.4213 0.6871



Version 2
17
Properties=species:S:1:pos:R:3 method="wB97M-V/def2-TZVPD" homo_lumo_gap_ev=10.18 smiles="C=CCCCN"
H -0.1689 -1.8753 1.1512
H -1.9067 0.5715 -2.5302
N -0.5220 -1.1284 1.7545
H -1.1402 0.7868 0.7719
H 1.8368 0.0010 -1.1555
H 0.0039 -1.3073 2.6046
C 0.9469 0.4826 0.6850
H -1.6702 -0.9051 -1.5957
H -0.3016 0.7536 2.4497
C 0.8793 -0.1989 -0.7850
C -0.3627 0.3096 1.4270
H 1.1229 1.6563 0.3895
C -0.1910 0.5417 -1.5549
H 1.8998 0.1523 1.2323
C -1.3356 -0.0345 -1.9360
H 0.1926 1.5128 -2.0367
H 0.7167 -1.3187 -0.8715



Most stable pick: version 1. Distance to second place: 23.4 kcal/mol.



Version 1
18
Properties=species:S:1:pos:R:3 method="wB97M-V/def2-TZVPD" homo_lumo_gap_ev=10.81 smiles=O.O.O.O.O.O
H 1.9837 1.2119 -0.3551
H 0.6557 1.0819 1.7839
O -2.4373 0.6669 0.1079
H -2.9593 -1.1791 0.3099
O 0.1847 -0.6271 -1.1311
O 1.4147 0.7039 1.3439
H 1.7997 2.5419 -0.9351
H 2.0947 -1.3121 -0.8621
H 0.4927 0.2069 -1.4961
H -1.9183 1.4269 -0.2251
O -3.4233 -1.8261 0.7739
H -3.2053 1.0519 0.5919
H -4.0103 -1.3081 1.3739
O 2.8067 -1.6741 -0.3721
H 3.3427 -1.9731 -1.0721
H 1.4277 -0.1631 1.6699
H -0.2923 -0.4621 -0.3411
O 2.0437 1.6319 -1.1651



Version 2
18
Properties=species:S:1:pos:R:3 method="wB97M-V/def2-TZVPD" homo_lumo_gap_ev=11.38 smiles=O.O.O.O.O.O
O -0.0578 1.9476 -0.6446
H -1.3065 -1.0586 1.9972
H -0.8038 0.2006 1.3472
O -1.6106 -0.2753 1.5981
H 1.8652 0.4310 2.9432
H 1.1157 -0.2141 -2.6388
H 1.0487 0.5482 -1.3230
O 0.0016 -1.8725 0.0474
O 1.7124 0.1604 -1.9569
H 0.7000 -2.3164 0.5740
H 2.3021 -0.0213 1.4104
H -1.8502 -0.2255 -0.2317
H 0.4102 -1.5479 -0.7613
H -2.6626 -0.1278 -1.5034
H 0.2558 2.7925 -0.9759
H -0.9813 1.7153 -0.8082
O 1.5744 -0.0250 2.1051
O -1.7134 -0.1112 -1.1788



Most stable pick: version 2. Distance to second place: 6.1 kcal/mol.



Version 1
18
Properties=species:S:1:pos:R:3 method="wB97M-V/def2-TZVPD" homo_lumo_gap_ev=10.91 smiles=O.O.O.O.O.O
H -1.0860 0.1912 -1.1484
H -3.7019 2.6453 0.8728
H -2.9393 3.6822 1.6812
O -3.8211 3.3131 1.5575
O -0.6284 0.0271 -1.9807
O 3.9998 -2.1922 -0.9348
H 1.8044 -0.4219 2.1894
H 2.0027 0.5439 3.3461
H -1.4061 -1.7786 -2.0133
O -1.5262 -2.7023 -2.2610
H 0.9067 1.4628 -0.1321
O 0.2520 1.6606 0.5470
O 1.4673 -0.2073 3.0665
H -0.6372 -3.0727 -2.2235
H 0.3150 0.9171 1.1571
H -1.2999 0.1879 -2.6531
H 4.7462 -1.6072 -0.7624
H 3.3479 -1.9425 -0.2702



Version 2
18
Properties=species:S:1:pos:R:3 method="wB97M-V/def2-TZVPD" homo_lumo_gap_ev=9.96 smiles=O.O.O.O.O.O
H -3.2213 -0.6478 3.8533
O -1.7073 -0.8808 1.1053
O 0.8547 0.1092 0.5753
H -1.3353 -1.7018 0.7963
H 0.9017 -0.2598 -0.2907
O 2.8987 0.5922 -3.4357
H 0.3627 -0.5928 -2.6067
H 2.4297 0.1252 -2.7207
H -0.0013 -0.1858 0.9123
H 3.5657 -0.0288 -3.6997
H -0.2823 2.6182 1.6473
O 0.9297 -1.0228 -1.9637
O 0.2787 2.7822 0.8933
H 0.7777 -1.9618 -2.1067
H -2.0053 -0.5398 0.3083
H 0.7187 1.9592 0.7163
O -2.6763 -0.0198 3.4433
H -2.4893 -0.3438 2.5723



Most stable pick: version 2. Distance to second place: 4.2 kcal/mol.



Version 1
18
Properties=species:S:1:pos:R:3 method="wB97M-V/def2-TZVPD" homo_lumo_gap_ev=11.27 smiles=O.O.O.O.O.O
O -1.6895 1.5040 2.2408
H -0.3713 0.3165 -1.0097
O 2.0025 -0.8411 2.6679
O -0.7296 1.6569 -4.2665
H 1.6216 -0.4172 1.8989
O -0.3973 -2.9506 2.0612
H -0.9406 1.4699 1.6456
H -0.1702 2.3480 -4.6210
H -0.6561 -2.0465 2.2392
H -1.2550 -0.5361 -0.1242
H 1.7248 0.1232 -2.1453
H -0.1613 1.1711 -3.6688
H 0.9061 -0.4747 -3.2696
H -0.3728 -3.3673 2.9226
H -1.5127 2.2559 2.8061
O 0.9395 0.2722 -2.6719
H 1.5181 -0.4755 3.4081
O -0.4563 -0.0087 -0.1134



Version 2
18
Properties=species:S:1:pos:R:3 method="wB97M-V/def2-TZVPD" homo_lumo_gap_ev=10.66 smiles=O.O.O.O.O.O
H 0.7577 0.2466 -0.3197
H 0.2263 2.7716 2.9998
H -3.3594 -2.7977 -1.4813
O -2.5774 -2.2517 -1.6954
H 1.5635 -1.1682 -3.0024
O 3.4637 -1.8406 -0.9555
H -0.4256 1.1672 -0.7644
H 2.1493 0.1970 -3.3161
O 1.8519 -0.5712 -3.7107
H 4.0899 -1.6759 -0.3448
O -0.0718 0.6997 0.0037
H -2.5321 -1.7046 -0.9218
H -3.5037 1.9741 3.6424
H -2.4638 0.8533 3.6934
O -2.4732 1.8109 3.6313
H 3.6238 -2.7554 -1.3076
O -0.2727 2.9266 2.2159
H -0.0464 2.1183 1.6332



Version 3
18
Properties=species:S:1:pos:R:3 method="wB97M-V/def2-TZVPD" homo_lumo_gap_ev=11.40 smiles=O.O.O.O.O.O
H 1.6126 -1.0949 1.1335
O 2.5012 -1.4153 1.3416
H -0.5671 -2.8548 -0.2443
H -3.3429 3.2446 0.2794
H -1.1981 1.1820 1.0760
O 4.0723 -0.3808 -1.6412
H 3.9691 -1.0313 -0.9291
H -1.2523 1.5232 -0.7364
H -3.4189 1.7645 0.3952
O -0.5933 0.8237 -0.8612
H -0.7100 -1.3232 -0.7773
H 3.1448 -0.3271 -1.9007
H 2.4003 -2.3545 1.1970
O -1.8164 0.8048 1.7051
H -1.5641 -0.1102 1.8628
O -0.2624 -1.9483 -0.1974
O -2.9686 2.4493 -0.1170
H -0.0062 1.0482 -1.5862



Version 4
18
Properties=species:S:1:pos:R:3 method="wB97M-V/def2-TZVPD" homo_lumo_gap_ev=10.64 smiles=O.O.O.O.O.O
O 1.4855 -0.4203 1.9714
O -2.2656 0.9539 -0.3247
H -1.9578 -0.5631 0.6932
O 1.1083 2.8722 0.2810
H -0.7569 -1.1167 1.5958
H 1.6086 -1.1833 2.3173
H 2.0244 2.6575 0.2109
O -1.6866 -1.2155 1.2122
H -2.7868 1.1132 -1.1749
H 0.7021 -0.2140 0.1972
H -1.3290 0.6882 -0.5418
H -0.1490 -2.3814 -1.4392
O -0.2965 -1.7261 -2.1974
H 0.2932 -0.2898 -1.0371
O 0.4535 0.3593 -0.4337
H 2.4496 -0.0914 1.8312
H 0.4337 -1.7054 -2.7447
H 0.6691 2.2626 -0.4168



Most stable pick: version 3. Distance to second place: 4.7 kcal/mol.



Version 1
18
Properties=species:S:1:pos:R:3 method="wB97M-V/def2-TZVPD" homo_lumo_gap_ev=10.37 smiles=O.O.O.O.O.O
H 1.1170 1.8396 3.9843
H 0.1109 2.7881 1.6008
H -2.3971 0.7438 -2.5304
O -0.0676 2.3814 0.7529
H -1.0083 2.5011 0.6227
O 0.8007 -2.9326 1.1099
H -0.3846 -0.5860 -2.7538
H -2.9631 -0.6146 -2.1751
O -2.2251 -0.1939 -2.6162
O 0.1010 -0.5875 0.0583
O 1.8126 1.4027 3.4929
H 1.7244 -3.0583 0.8929
H 1.3553 0.7642 2.9458
H 0.6008 -2.0476 0.8049
H 0.0109 0.2707 0.4726
H 0.7161 -1.5983 -2.9899
O 0.5678 -0.6734 -2.7929
H 0.1285 -0.3993 -0.8798



Version 2
18
Properties=species:S:1:pos:R:3 method="wB97M-V/def2-TZVPD" homo_lumo_gap_ev=10.77 smiles=O.O.O.O.O.O
O 4.8410 -1.5364 0.4589
H 0.7471 0.2660 1.7643
H -4.1984 -1.8616 -0.9274
H 5.2496 -2.2334 -0.0667
H 4.2801 0.3622 -0.7282
H 2.9597 0.2106 -1.4655
O 3.4043 0.7566 -0.8073
O -3.6157 -2.4026 -0.3826
H -0.6235 3.0165 -0.7846
O -0.4919 3.0950 0.1670
H -1.2423 2.6245 0.5471
H -3.5198 0.7388 -0.1864
H 0.2018 0.0694 0.3593
O -4.1562 0.1194 0.1884
O 0.0222 -0.1467 1.2813
H -2.8272 -1.8595 -0.2718
H 3.9407 -1.8487 0.6031
H -4.9714 0.6300 0.2510



Version 3
18
Properties=species:S:1:pos:R:3 method="wB97M-V/def2-TZVPD" homo_lumo_gap_ev=10.39 smiles=O.O.O.O.O.O
H -0.0638 0.0667 -0.8262
H -1.6788 1.6417 -0.6175
H -2.7469 2.3268 -1.4431
O 3.3141 0.0043 -0.5114
O -0.1277 -1.9314 2.6607
H 2.5785 -0.5804 -0.6936
H 3.7598 -0.3962 0.2351
O -1.2418 0.6335 -3.2814
O -0.8333 0.1489 -0.2629
H -1.0476 -2.1499 2.8100
H 0.8478 -1.0452 1.7227
H -1.8223 1.1777 -3.8136
H 1.9075 0.0099 1.9592
O 1.3109 -0.3273 1.2909
H 0.3335 -2.3104 3.4090
H -0.5042 -0.0229 0.6194
O -2.1848 2.4519 -0.6785
H -1.8009 0.3022 -2.5787



Most stable pick: version 1. Distance to second place: 9.1 kcal/mol.